No. 1
DFT (wB97M-V/def2-TZVPD) results for a molecular structure, C6H7LiO6Pd in a non-equilibrium geometry.

Values from the calculation:
HOMO (alpha / beta): -11.703 / -11.856 eV
frontier orbital gap (alpha / beta): 0.1865 / 0.1723 Eh

```
! RIJCOSX wB97M-V def2-TZVPD def2/J DEFGRID3
* xyz 1 4
Li -0.933 -1.249 1.554
O -1.168 -1.732 -0.355
O -1.702 0.228 -1.321
C -2.650 0.657 -0.289
C -1.950 1.424 0.814
O -1.008 0.652 1.487
C -1.050 -0.874 -1.197
H -3.368 1.292 -0.817
H -3.162 -0.240 0.086
H -2.746 1.772 1.498
H -1.508 2.335 0.373
Pd 0.728 0.760 1.672
O 1.059 -1.173 1.951
O 2.242 -0.016 0.532
C 2.781 0.045 -0.740
C 1.980 -0.036 -1.833
O 2.741 -2.219 0.876
C 2.094 -1.269 1.218
H 3.868 -0.029 -0.748
H 2.115 0.700 -2.627
H 1.637 -1.028 -2.133
*
```

Per-atom natural (NBO) charges, elementary charge units:
1 Li 0.934
2 O -0.650
3 O -0.494
4 C -0.112
5 C -0.097
6 O -0.928
7 C 0.792
8 H 0.233
9 H 0.198
10 H 0.199
11 H 0.179
12 Pd 0.836
13 O -0.797
14 O -0.583
15 C 0.365
16 C -0.260
17 O -0.550
18 C 0.960
19 H 0.248
20 H 0.254
21 H 0.273



No. 2
DFT (wB97M-V/def2-TZVPD) results for 2 unconnected molecules or ions with the total composition C21H32N7O5 in a non-equilibrium geometry.

Values from the calculation:
HOMO: -11.207 eV
frontier orbital gap: 0.3211 Eh

```
! RIJCOSX wB97M-V def2-TZVPD def2/J DEFGRID3
* xyz 1 1
O 1.904 -2.448 -3.498
O -0.424 2.743 1.842
O -2.990 1.165 0.196
O 1.179 0.079 5.248
N -1.639 -1.385 -2.078
O -0.916 1.743 -0.522
C 0.731 -2.214 -3.217
C -1.402 2.510 2.545
C -2.199 1.337 -0.713
C 0.724 0.827 4.393
C -1.006 -0.594 -2.912
C 2.578 0.401 -1.281
C -1.566 -4.815 -0.755
C -0.382 -5.297 -1.322
C -1.971 -3.501 -1.010
C 0.396 -4.464 -2.135
C -1.204 -2.672 -1.829
C -0.017 -3.144 -2.385
N 3.660 0.426 -2.006
N 1.228 2.040 4.147
N 0.183 -0.983 -3.551
N 2.266 -0.688 -0.599
N -1.514 1.415 3.295
N 1.839 1.475 -1.277
C -2.570 3.466 2.556
C 2.354 2.635 4.867
C 0.829 -0.133 -4.560
C -2.705 1.188 -2.147
C -1.607 0.775 -3.157
C 1.065 -0.924 0.229
C 1.085 -0.177 1.572
C -0.189 -0.517 2.373
C -0.508 0.368 3.603
H -0.862 2.029 0.423
H -2.172 -5.461 -0.125
H -0.068 -6.321 -1.135
H -2.894 -3.118 -0.586
H 1.313 -4.846 -2.579
H 3.920 1.250 -2.512
H 4.204 -0.414 -2.107
H 0.791 2.575 3.408
H 2.885 -1.475 -0.710
H -2.402 1.320 3.768
H 0.950 1.459 -0.792
H 2.137 2.312 -1.738
H -3.490 2.923 2.339
H -2.421 4.234 1.798
H -2.647 3.934 3.536
H 3.219 1.970 4.822
H 2.619 3.599 4.430
H 2.085 2.782 5.916
H 1.492 -0.715 -5.211
H 1.421 0.650 -4.080
H 0.085 0.334 -5.213
H -3.129 2.147 -2.455
H -3.516 0.451 -2.162
H -2.048 0.769 -4.158
H -0.816 1.529 -3.152
H 0.982 -1.996 0.426
H 0.178 -0.624 -0.325
H 1.140 0.892 1.384
H 1.965 -0.475 2.143
H -0.081 -1.546 2.724
H -1.051 -0.504 1.703
H -1.004 -0.302 4.307
*
```

Per-atom natural (NBO) charges, elementary charge units:
1 O -0.634
2 O -0.733
3 O -0.596
4 O -0.618
5 N -0.528
6 O -0.761
7 C 0.663
8 C 0.721
9 C 0.816
10 C 0.648
11 C 0.476
12 C 0.672
13 C -0.169
14 C -0.219
15 C -0.234
16 C -0.144
17 C 0.230
18 C -0.221
19 N -0.755
20 N -0.613
21 N -0.442
22 N -0.556
23 N -0.584
24 N -0.777
25 C -0.715
26 C -0.415
27 C -0.414
28 C -0.500
29 C -0.452
30 C -0.228
31 C -0.426
32 C -0.409
33 C -0.122
34 H 0.523
35 H 0.230
36 H 0.230
37 H 0.235
38 H 0.241
39 H 0.416
40 H 0.426
41 H 0.415
42 H 0.422
43 H 0.414
44 H 0.450
45 H 0.417
46 H 0.251
47 H 0.245
48 H 0.244
49 H 0.213
50 H 0.211
51 H 0.214
52 H 0.256
53 H 0.189
54 H 0.221
55 H 0.249
56 H 0.266
57 H 0.245
58 H 0.221
59 H 0.236
60 H 0.213
61 H 0.214
62 H 0.223
63 H 0.228
64 H 0.226
65 H 0.251



No. 3
DFT (wB97M-V/def2-TZVPD) results for C4H7NO in the gas phase in a non-equilibrium geometry.

Values from the calculation:
HOMO: -9.837 eV
frontier orbital gap: 0.3951 Eh
SMILES: C=CCNC=O

```
! RIJCOSX wB97M-V def2-TZVPD def2/J DEFGRID3
* xyz 0 1
C 0.309 0.773 -1.766
C -0.136 1.072 -0.548
C -0.962 0.119 0.271
N -0.162 -0.446 1.331
C 0.697 -1.455 1.123
O 0.695 -2.102 0.101
H 0.055 -0.159 -2.261
H 0.964 1.452 -2.301
H 0.046 2.070 -0.147
H -1.832 0.613 0.718
H -1.298 -0.723 -0.328
H 0.265 0.442 1.828
H 1.360 -1.657 1.980
*
```

Per-atom natural (NBO) charges, elementary charge units:
1 C -0.354
2 C -0.221
3 C -0.275
4 N -0.604
5 C 0.525
6 O -0.598
7 H 0.205
8 H 0.198
9 H 0.196
10 H 0.204
11 H 0.228
12 H 0.380
13 H 0.117



No. 4
DFT (wB97M-V/def2-TZVPD) results for a molecular structure, C35H57N2O2P2Pt in a non-equilibrium geometry.

Values from the calculation:
HOMO (alpha / beta): -6.666 / -10.808 eV
frontier orbital gap (alpha / beta): 0.1598 / 0.2436 Eh

```
! RIJCOSX wB97M-V def2-TZVPD def2/J DEFGRID3
* xyz 1 3
C 2.747 -0.929 -0.542
C 1.074 -2.006 -1.818
C 3.749 -1.577 -1.263
C 2.065 -2.612 -2.634
C 3.397 -2.402 -2.336
H 4.777 -1.436 -0.935
H 1.711 -3.261 -3.434
H 4.173 -2.870 -2.938
N 1.474 -1.012 -0.942
P 1.722 1.104 1.039
P -1.585 -1.501 -1.053
C 3.013 -0.204 0.764
H 2.981 -0.919 1.607
H 4.035 0.187 0.762
C -1.324 1.063 0.817
O -2.150 1.780 1.218
C -0.256 -2.445 -1.782
H -0.516 -3.191 -2.553
C -2.689 -3.020 -0.524
C -2.496 -0.328 -2.295
C 1.805 1.359 2.901
C 2.460 2.565 0.030
C -2.997 -2.769 0.967
H -3.438 -1.779 1.143
H -3.709 -3.534 1.320
H -2.084 -2.846 1.570
C -3.985 -3.175 -1.346
H -4.624 -2.284 -1.367
H -3.782 -3.492 -2.379
H -4.586 -3.992 -0.904
C -1.972 -4.383 -0.681
H -2.578 -5.153 -0.179
H -1.877 -4.692 -1.732
H -0.971 -4.409 -0.239
C -3.741 0.267 -1.599
H -3.483 1.003 -0.825
H -4.355 0.790 -2.353
H -4.383 -0.488 -1.125
C -1.551 0.828 -2.677
H -1.217 1.390 -1.792
H -0.661 0.467 -3.214
H -2.070 1.549 -3.332
C -2.909 -1.055 -3.579
H -3.702 -1.791 -3.405
H -3.313 -0.312 -4.287
H -2.056 -1.557 -4.060
C 1.970 3.921 0.562
H 2.351 4.707 -0.113
H 0.872 3.987 0.549
H 2.362 4.151 1.564
C 1.989 2.425 -1.427
H 2.249 1.450 -1.860
H 0.905 2.584 -1.504
H 2.487 3.203 -2.031
C 4.000 2.548 0.045
H 4.362 3.480 -0.419
H 4.415 2.511 1.060
H 4.404 1.717 -0.548
C 1.421 0.044 3.607
H 2.134 -0.764 3.406
H 1.420 0.221 4.693
H 0.418 -0.296 3.320
C 0.804 2.446 3.328
H -0.218 2.220 3.001
H 0.810 2.500 4.427
H 1.077 3.439 2.954
C 3.224 1.765 3.327
H 3.980 1.021 3.041
H 3.519 2.747 2.937
H 3.248 1.842 4.425
Pt -0.073 -0.146 0.205
N 0.294 -2.048 1.049
C 0.435 -3.229 1.017
C 0.617 -4.441 1.791
C 0.226 -4.418 3.148
C 1.164 -5.622 1.249
C 0.369 -5.555 3.949
H -0.199 -3.499 3.563
C 1.325 -6.750 2.061
H 1.458 -5.640 0.197
C 0.931 -6.714 3.403
H 0.051 -5.539 4.995
H 1.759 -7.665 1.652
H 1.069 -7.597 4.025
C -2.087 5.090 -3.001
C -0.877 4.612 -2.220
O -1.169 4.006 -0.948
C -1.974 4.811 -0.065
C -1.331 6.114 0.362
H -2.868 4.322 -3.058
H -1.765 5.320 -4.022
H -2.512 6.005 -2.570
H -0.350 3.829 -2.775
H -0.181 5.453 -2.068
H -2.947 5.003 -0.546
H -2.139 4.164 0.803
H -1.120 6.765 -0.495
H -2.026 6.635 1.028
H -0.402 5.940 0.918
*
```

Per-atom Löwdin charges, elementary charge units:
1 C -0.348
2 C -0.356
3 C -0.008
4 C -0.009
5 C -0.077
6 H 0.122
7 H 0.119
8 H 0.108
9 N -0.110
10 P 1.016
11 P 1.010
12 C -0.254
13 H 0.089
14 H 0.077
15 C -0.423
16 O 0.067
17 C -0.207
18 H 0.097
19 C -0.612
20 C -0.652
21 C -0.681
22 C -0.633
23 C -0.097
24 H 0.079
25 H 0.094
26 H 0.053
27 C -0.095
28 H 0.063
29 H 0.079
30 H 0.098
31 C -0.091
32 H 0.104
33 H 0.085
34 H 0.039
35 C -0.074
36 H 0.065
37 H 0.101
38 H 0.059
39 C -0.117
40 H 0.018
41 H 0.089
42 H 0.095
43 C -0.090
44 H 0.057
45 H 0.095
46 H 0.086
47 C -0.088
48 H 0.101
49 H 0.066
50 H 0.072
51 C -0.091
52 H 0.075
53 H 0.047
54 H 0.102
55 C -0.087
56 H 0.099
57 H 0.069
58 H 0.080
59 C -0.101
60 H 0.071
61 H 0.096
62 H 0.065
63 C -0.080
64 H 0.065
65 H 0.098
66 H 0.064
67 C -0.082
68 H 0.084
69 H 0.071
70 H 0.097
71 Pt 0.952
72 N 0.015
73 C -0.113
74 C -0.222
75 C -0.023
76 C -0.027
77 C -0.060
78 H 0.119
79 C -0.061
80 H 0.120
81 C -0.064
82 H 0.114
83 H 0.113
84 H 0.112
85 C -0.076
86 C -0.276
87 O -0.218
88 C -0.265
89 C -0.069
90 H 0.081
91 H 0.084
92 H 0.076
93 H 0.102
94 H 0.116
95 H 0.115
96 H 0.099
97 H 0.074
98 H 0.085
99 H 0.071



No. 5
DFT (wB97M-V/def2-TZVPD) results for 2 unconnected molecules or ions with the total composition C26H31N5O3 in a non-equilibrium geometry.

Values from the calculation:
HOMO: -8.048 eV
frontier orbital gap: 0.3104 Eh
SMILES: CNC(=O)[C@H](Cc1ccccc1)NC(C)=O.CCCCc1nc2c(N)nc3ccccc3c2o1

```
! RIJCOSX wB97M-V def2-TZVPD def2/J DEFGRID3
* xyz 0 1
C 6.408 2.658 0.846
N 5.850 2.722 2.197
C 5.001 1.890 2.819
O 4.587 2.229 3.922
C 4.510 0.559 2.183
C 3.913 -0.412 3.223
C 3.341 -1.692 2.639
C 2.033 -1.700 2.122
C 1.501 -2.876 1.562
C 2.277 -4.048 1.522
C 3.581 -4.045 2.046
C 4.113 -2.870 2.607
N 5.466 -0.169 1.331
C 6.694 -0.545 1.687
C 7.442 -1.398 0.691
O 7.221 -0.240 2.746
H 7.286 2.009 0.839
H 5.667 2.286 0.136
H 6.718 3.657 0.534
H 6.120 3.509 2.768
H 3.685 0.854 1.535
H 4.684 -0.667 3.953
H 3.115 0.097 3.765
H 1.431 -0.804 2.166
H 0.494 -2.882 1.170
H 1.866 -4.953 1.098
H 4.174 -4.949 2.025
H 5.113 -2.870 3.017
H 5.125 -0.508 0.447
H 7.537 -0.859 -0.249
H 6.898 -2.328 0.535
H 8.432 -1.620 1.088
C -0.373 -0.396 -0.620
C -1.792 -0.395 -0.053
C -2.136 0.973 0.555
C -3.588 1.026 1.063
C -4.574 0.845 -0.055
N -5.536 -0.050 -0.022
C -6.140 0.070 -1.271
C -7.206 -0.589 -1.900
N -7.917 -1.554 -1.271
N -7.652 -0.316 -3.119
C -7.007 0.646 -3.803
C -7.440 0.941 -5.096
C -6.809 1.933 -5.857
C -5.731 2.643 -5.318
C -5.282 2.361 -4.024
C -5.917 1.367 -3.268
C -5.499 1.057 -1.980
O -4.503 1.567 -1.216
H -0.289 0.329 -1.436
H 0.353 -0.136 0.155
H -0.128 -1.389 -1.011
H -2.489 -0.640 -0.861
H -1.881 -1.170 0.715
H -1.458 1.179 1.390
H -1.984 1.758 -0.194
H -3.748 0.251 1.818
H -3.772 1.996 1.531
H -8.828 -1.689 -1.690
H -7.839 -1.513 -0.261
H -8.277 0.382 -5.499
H -7.157 2.152 -6.863
H -5.240 3.415 -5.903
H -4.444 2.912 -3.605
*
```

Per-atom natural (NBO) charges, elementary charge units:
1 C -0.408
2 N -0.603
3 C 0.679
4 O -0.627
5 C -0.120
6 C -0.434
7 C -0.023
8 C -0.177
9 C -0.221
10 C -0.226
11 C -0.193
12 C -0.227
13 N -0.621
14 C 0.672
15 C -0.711
16 O -0.629
17 H 0.198
18 H 0.197
19 H 0.211
20 H 0.409
21 H 0.220
22 H 0.239
23 H 0.239
24 H 0.199
25 H 0.212
26 H 0.215
27 H 0.213
28 H 0.219
29 H 0.402
30 H 0.221
31 H 0.228
32 H 0.246
33 C -0.602
34 C -0.399
35 C -0.386
36 C -0.457
37 C 0.525
38 N -0.453
39 C -0.031
40 C 0.399
41 N -0.779
42 N -0.485
43 C 0.155
44 C -0.200
45 C -0.202
46 C -0.236
47 C -0.194
48 C -0.102
49 C 0.300
50 O -0.413
51 H 0.205
52 H 0.197
53 H 0.212
54 H 0.201
55 H 0.198
56 H 0.207
57 H 0.206
58 H 0.242
59 H 0.231
60 H 0.403
61 H 0.390
62 H 0.223
63 H 0.215
64 H 0.213
65 H 0.216



No. 6
DFT (wB97M-V/def2-TZVPD) results for 2 unconnected molecules or ions with the total composition C3H11NOS2 in a non-equilibrium geometry.

Values from the calculation:
HOMO: -8.318 eV
frontier orbital gap: 0.3194 Eh
SMILES: CNCCSS.O

```
! RIJCOSX wB97M-V def2-TZVPD def2/J DEFGRID3
* xyz 0 1
C -0.444 -0.807 2.152
N 0.415 0.023 1.276
C -0.277 1.070 0.508
C 0.671 1.820 -0.399
S 1.520 0.769 -1.493
S 0.055 0.516 -3.015
H -1.092 -0.089 2.876
H 0.201 -1.424 2.800
H -1.078 -1.428 1.471
H 1.024 -0.513 0.727
H -1.117 0.555 -0.100
H -0.810 1.746 1.125
H 1.441 2.226 0.214
H 0.192 2.657 -0.904
H 0.901 0.203 -4.008
O -0.138 -2.490 -1.122
H -0.763 -3.051 -0.693
H -0.700 -1.783 -1.415
*
```

Per-atom natural (NBO) charges, elementary charge units:
1 C -0.410
2 N -0.653
3 C -0.213
4 C -0.586
5 S 0.139
6 S -0.189
7 H 0.191
8 H 0.209
9 H 0.167
10 H 0.377
11 H 0.141
12 H 0.197
13 H 0.243
14 H 0.236
15 H 0.151
16 O -0.929
17 H 0.460
18 H 0.469



Q: Which E values were calculated for the entries above? A: -22290.8363; -42962.8818; -7798.1085; -66111.9837; -41059.9607; -28496.6117, in eV.
Q: Which energy relative to the best compared isomer or geometry (same formula, charge and spin) values were calculated for the entries above? A: 2.963; 0.000; 1.536; 1.063; 0.000; 0.985, in eV.